Entry 1:
Density functional theory data (ωB97M-V/def2-TZVPD) for a structure of composition C44H53BCoN7O3S.

As for the highest occupied orbital energy (alpha / beta): -4.3 / -4.3 eV. The total energy comes out at -112203.700 eV. The charge is -1. As for the multiplicity: 4. The orbital gap (alpha / beta) is 6.79 / 6.79 eV.

XYZ file:
```
110
Properties=species:S:1:pos:R:3:forces:R:3
Co -0.01483 -0.65158 -1.09129 -0.21 0.15 0.02
C 2.68201 0.44947 -4.39961 -1.04 0.39 -1.09
C 2.68678 0.71246 -2.87252 0.53 0.35 -0.47
C 4.01557 1.38490 -2.43841 0.22 -1.72 0.12
C 1.55181 1.61733 -2.63326 -1.64 0.31 0.58
C 1.40715 2.97870 -2.95838 0.89 -0.55 0.16
C 0.15140 3.31803 -2.52941 -0.08 1.52 -0.25
N -0.44753 2.23238 -2.04931 -0.23 -0.76 0.23
N 0.40759 1.17665 -2.09091 0.47 0.44 -0.19
B -1.90378 2.05669 -1.60596 -0.50 0.33 0.43
N -2.53538 0.75116 -2.17765 -1.03 -0.52 -0.05
C -3.85438 0.57780 -2.50599 1.06 0.23 0.36
C -4.14047 -0.74929 -2.52611 -1.58 -1.41 -1.52
C -2.94772 -1.37529 -2.31770 3.21 -1.51 1.49
N -1.97857 -0.49233 -2.00702 -0.93 0.50 -0.68
C -2.55430 -2.85312 -2.33655 0.96 -0.47 -0.16
C -2.15214 -3.38523 -3.75523 -0.60 0.14 0.21
C -3.70299 -3.76272 -1.93379 -0.52 -0.80 1.11
N -1.98802 2.02120 -0.04793 1.00 0.52 2.05
C -2.80551 2.69773 0.79396 -0.14 -0.03 -0.26
C -2.27925 2.64447 2.08253 -2.13 0.57 -0.82
C -1.16868 1.83798 2.00572 0.09 0.07 -1.60
N -0.95128 1.54898 0.70659 0.25 -0.91 -0.07
C -0.33989 1.41240 3.16783 1.20 -0.65 -0.83
C -1.13318 1.46734 4.45834 0.04 -0.38 0.60
C 0.22311 -0.01301 3.01684 -0.12 -0.63 2.17
H 3.58839 0.06584 -4.83267 0.68 -0.68 0.34
H 1.82925 -0.22638 -4.78092 1.12 1.16 0.87
H 2.62321 1.44633 -4.92211 -0.40 -0.82 0.44
H 2.49378 -0.18998 -2.30422 0.18 -0.13 -0.26
H 4.16806 2.27658 -3.00409 0.17 0.83 -0.29
H 4.18022 1.56362 -1.35757 -0.60 0.02 -0.55
H 4.79275 0.66922 -2.73858 0.16 0.25 0.05
H 2.19094 3.56244 -3.40868 -0.19 0.36 0.04
H -0.27901 4.33502 -2.48328 -0.08 -1.02 -0.17
H -2.53329 3.04628 -1.95120 0.01 -0.47 -0.14
H -4.54278 1.31993 -2.79266 -0.22 1.28 0.08
H -5.02186 -1.31019 -2.89584 0.45 0.93 0.48
H -1.63327 -3.05977 -1.70007 -1.24 0.77 -0.39
H -3.09411 -3.54013 -4.32543 0.67 -0.11 0.11
H -1.49177 -2.73745 -4.34542 -0.35 -0.01 0.27
H -1.62568 -4.33949 -3.55695 -0.44 0.30 -0.52
H -4.46313 -3.67052 -2.69060 -0.46 -0.18 -0.51
H -3.43761 -4.85764 -1.85339 -0.01 1.19 -0.20
H -4.23833 -3.49980 -1.00451 0.63 0.08 -0.06
H -3.75114 3.08244 0.43281 0.20 0.27 0.05
H -2.75127 3.12163 2.91727 -0.02 -0.10 0.37
H 0.56102 2.06898 3.15406 -0.55 -0.15 0.46
H -1.96882 0.72512 4.40311 0.47 0.79 0.07
H -0.48754 1.16921 5.28935 0.04 -0.25 -0.07
H -1.46845 2.45941 4.75795 -0.37 0.07 -0.34
H -0.49626 -0.81709 3.29046 -0.03 0.68 -0.60
H 0.69515 -0.27558 2.10753 0.09 -0.02 -1.01
H 0.97541 -0.17283 3.81157 0.06 0.35 -0.21
C 1.27702 4.59642 0.88285 1.15 0.37 -0.78
C 2.58706 4.24420 1.65505 -1.08 1.14 -0.64
C 3.71546 5.11200 1.05795 0.00 -0.39 -1.15
C 2.37426 4.59694 3.12765 -0.94 -0.87 1.17
C 2.91550 2.81704 1.54216 -0.15 -2.29 -1.05
C 4.15101 2.39105 2.08212 0.11 0.14 0.32
C 4.63052 1.11400 1.98237 -0.23 -1.10 -1.67
C 3.86619 0.22015 1.17910 1.54 -0.41 1.40
S 4.18670 -1.47138 0.81713 -0.18 0.58 -0.52
C 2.73578 -1.45666 -0.17520 -0.61 -1.59 0.21
N 1.99582 -0.42018 -0.09545 0.85 2.05 1.11
C 2.66996 0.58684 0.64880 -2.11 0.41 -0.55
C 2.12974 1.88078 0.82471 0.95 -0.10 0.61
C 2.26092 -2.54377 -1.04832 0.48 0.70 -0.32
C 3.00315 -3.72473 -1.12666 -0.48 0.15 -1.06
C 2.61741 -4.68938 -2.03837 -1.09 0.68 -0.98
C 1.54123 -4.35955 -2.89613 0.41 -0.85 0.40
C 0.87713 -3.12509 -2.85554 0.16 -1.18 0.63
C 1.15316 -2.15393 -1.88017 0.62 -1.42 0.25
H 1.14285 5.67532 1.04697 -0.32 -0.23 -0.31
H 0.42672 4.06147 1.24624 -0.62 -0.35 0.52
H 1.31749 4.35965 -0.22029 0.27 0.37 1.08
H 3.32159 6.08579 1.17079 -0.08 1.54 0.17
H 3.82149 5.00438 -0.08096 0.10 -0.35 1.70
H 4.68102 5.07510 1.59788 -0.47 -0.25 -0.46
H 1.97487 5.57466 3.38407 0.35 0.61 -0.64
H 3.29985 4.44786 3.70235 -0.35 -0.06 -0.01
H 1.54273 3.96036 3.55930 1.15 0.15 -0.42
H 4.77732 3.10226 2.60828 -0.11 0.12 -0.03
H 5.64531 0.81793 2.25339 -0.39 0.21 0.39
H 1.10308 1.97219 0.43639 0.65 0.59 0.19
H 3.94198 -3.85335 -0.63680 0.35 0.01 0.83
H 3.13463 -5.62839 -2.18356 0.06 -0.02 0.22
H 1.17981 -5.16998 -3.55177 0.18 0.61 0.02
H 0.02073 -3.10055 -3.50673 0.32 0.65 -0.04
C -5.46499 -0.15691 1.97316 1.35 0.48 0.90
O -5.09697 -1.32284 2.71084 0.28 -0.13 -0.08
C -3.89612 -1.90181 2.40330 0.53 -0.41 0.24
C -3.57512 -3.15176 3.01351 -2.11 -0.08 0.08
C -2.44484 -3.85078 2.65886 0.24 0.55 1.35
C -1.45577 -3.21836 1.90976 0.54 -0.55 -0.74
C -0.09693 -3.78735 1.66725 -1.16 -1.80 -0.04
C 0.00867 -5.34948 1.41522 -1.96 1.99 -0.62
O 0.87344 -3.09545 1.68681 1.48 0.44 0.03
C -1.72206 -1.96257 1.31287 0.45 0.93 -0.63
O -0.84391 -1.36180 0.57171 -0.61 -0.59 0.22
C -2.98032 -1.32312 1.56493 0.65 0.29 -0.72
H -6.38746 0.11443 2.46859 -0.55 0.14 -0.73
H -5.43288 -0.35307 0.89838 -0.65 -0.02 0.04
H -4.76255 0.70854 2.13270 -0.31 -0.83 0.05
H -4.34444 -3.60771 3.67797 0.70 0.41 -0.53
H -2.26299 -4.76339 3.24504 0.09 0.17 -0.68
H -0.41047 -5.80959 2.29292 0.17 -0.61 0.35
H 0.96783 -5.65398 1.11160 1.46 -0.26 0.25
H -0.64460 -5.60977 0.56317 -0.05 0.19 0.38
H -3.08838 -0.36096 1.04111 -0.18 -0.47 0.41
```
Forces are in eV/Å.



Entry 2:
Density functional theory data (ωB97M-V/def2-TZVPD) for a structure of composition C44H54F5N8OS3SiW.

As for the highest occupied orbital energy (alpha / beta): -9.0 / -9.3 eV. The total energy comes out at -116261.308 eV. The charge is +1. As for the multiplicity: 3. The orbital gap (alpha / beta) is 5.46 / 5.86 eV. The value obtained for the energy above the lowest of the compared OMol25 structures with the same formula, charge and spin is 7.4 kcal/mol.

XYZ file:
```
117
Properties=species:S:1:pos:R:3:forces:R:3
W -0.83969 1.58593 -1.30795 1.01 -0.01 -0.91
F -7.64439 -0.34418 -1.72472 1.19 0.76 0.18
C -6.50705 0.41173 -1.77677 -0.79 -2.19 -2.16
C -5.55182 0.10559 -2.77056 0.80 1.39 1.56
F -5.70597 -0.89802 -3.59127 -0.32 -0.74 -0.58
C -4.39500 0.89217 -2.83937 -1.21 0.57 -0.30
F -3.59957 0.70547 -3.90803 0.15 -0.31 0.37
C -4.18630 2.02257 -2.02161 -0.72 -0.63 0.51
S -2.67016 2.91975 -2.12515 -0.50 0.25 -0.11
C -5.23326 2.32718 -1.13221 0.77 0.19 0.02
F -5.17157 3.39294 -0.29529 0.15 -0.77 -0.65
C -6.36851 1.52116 -1.03000 0.52 1.40 0.92
F -7.29459 1.84088 -0.13560 -0.35 0.14 0.14
S -1.81912 -0.26253 -0.17026 -0.03 0.35 0.35
C -1.33506 -0.09290 1.52000 -0.41 -1.46 -1.12
N -1.44773 -1.22093 2.36541 -1.54 -0.85 0.03
C -1.37382 -0.88146 3.80469 -0.34 1.33 -0.81
C -0.08278 -0.05003 3.90392 -0.24 -1.08 1.21
N -0.15750 1.16443 3.16883 0.14 1.75 -0.33
C 1.02243 2.02446 3.33771 0.83 0.64 -0.51
C 1.04254 3.38785 4.04775 -0.90 -1.16 0.42
C 2.27544 3.96874 4.30742 -0.61 0.34 0.22
C 2.36000 5.23285 4.86758 -0.31 0.19 -1.05
C 1.16183 5.95253 4.97263 0.38 -0.14 0.15
C -0.07394 5.33647 4.87733 -0.54 0.33 0.29
C -0.11135 4.01671 4.46448 0.02 0.25 0.29
C -0.71421 1.04750 1.89453 0.48 0.98 0.48
S -0.68376 2.41949 0.83644 0.23 0.01 0.82
C -2.53851 -2.22260 2.06330 2.09 0.95 -0.89
C -3.98207 -1.85588 2.11558 0.07 1.22 0.19
C -4.77229 -2.96956 2.28947 -1.23 -0.30 0.49
C -6.16275 -2.92069 2.15856 0.52 0.72 -0.01
C -6.73275 -1.68410 1.85054 0.40 -0.32 -0.10
C -5.93215 -0.54124 1.72121 -1.60 1.62 -0.99
C -4.56421 -0.57785 1.85929 0.54 -0.26 -0.07
H -1.36764 -1.74497 4.50986 0.11 0.38 -0.97
H -2.28989 -0.25476 4.01122 0.94 -0.43 0.37
H 0.77087 -0.66838 3.52514 -0.57 0.22 0.66
H 0.04512 0.23285 4.94918 0.38 -0.23 0.06
H 1.40160 2.32168 2.34933 -0.11 -0.48 -0.11
H 1.82338 1.44570 3.79432 0.00 -0.35 0.06
H 3.16046 3.46433 4.02472 0.89 -0.60 -0.13
H 3.36047 5.65966 5.01940 -0.69 0.09 0.01
H 1.17808 7.00627 5.03408 0.20 1.04 0.76
H -1.02504 5.87044 5.14851 1.18 -0.49 -0.45
H -1.03355 3.49323 4.53241 -0.69 -0.48 -0.47
H -2.29108 -3.05356 2.71572 -0.27 -0.18 0.13
H -2.37012 -2.58032 1.02380 0.11 0.21 0.58
H -4.33540 -3.90893 2.62439 0.15 0.13 -0.34
H -6.71707 -3.84442 2.30430 -0.21 0.37 -0.09
H -7.78292 -1.60730 1.66408 -0.49 0.06 0.03
H -6.41464 0.46589 1.36315 0.85 -2.17 1.14
H -4.07107 0.41737 1.70851 0.18 -1.44 0.24
N 1.29850 0.84636 -1.32915 0.26 0.08 0.14
C 2.43829 1.15053 -1.26186 -2.35 -0.37 -0.09
N 3.67101 1.39193 -1.17399 1.54 2.56 0.36
C 3.98432 2.72042 -0.97434 0.35 0.62 0.07
N 4.29223 3.84701 -0.80966 -0.64 -2.72 -0.37
C 0.34435 -0.10686 -5.79098 -0.31 -1.20 -0.39
C -0.50828 -0.90629 -5.00197 -0.05 0.07 -1.26
C -1.01134 -0.36661 -3.85927 0.24 0.64 -0.04
N -0.67450 0.89581 -3.49753 -0.35 -1.35 1.18
C 0.10121 1.61301 -4.27752 -0.45 1.43 -0.47
C 0.64008 1.18599 -5.46629 -0.07 -0.90 0.57
H 0.71914 -0.51815 -6.70670 0.16 -0.21 -0.38
H -0.90537 -1.85623 -5.38910 0.52 0.38 0.35
H -1.74004 -0.91109 -3.28365 0.00 0.12 0.45
H 0.13626 2.64986 -4.01571 0.55 0.29 0.29
H 1.28818 1.79410 -6.05630 0.12 0.39 -0.29
N -0.61063 5.07806 -0.96999 -1.01 -1.15 -0.71
C 0.48459 4.49532 -1.52833 0.97 1.98 1.84
N 1.67357 5.17202 -1.32971 -2.18 0.36 -0.05
O 0.43513 3.37419 -2.08795 -0.38 -0.30 0.45
H -0.75004 6.03564 -0.69867 0.73 0.09 -0.01
H -1.49832 4.56402 -1.07343 0.58 0.42 -0.06
H 1.68701 5.98607 -0.70288 -0.19 -0.77 -0.58
H 2.53235 4.68111 -1.37636 0.86 -0.56 -0.27
C 0.26235 -2.46056 -1.77634 -0.25 -0.42 1.80
C 1.06435 -3.28278 -0.67029 0.13 -0.49 -0.98
C 0.27106 -3.36650 0.64866 0.56 -0.62 -0.07
C 1.40439 -4.73134 -1.25696 -0.58 0.35 -0.69
Si 2.69223 -2.39048 -0.70307 -0.34 0.43 -0.53
C 3.37069 -1.66242 0.88045 1.38 -0.40 -0.75
C 4.75668 -0.94947 0.78329 0.13 0.10 1.60
C 2.42572 -0.66086 1.50296 -0.32 0.29 0.50
C 3.52829 -3.01187 1.71215 -0.58 0.83 0.46
C 3.59542 -2.46962 -2.36255 0.80 -0.49 -0.05
C 4.87269 -3.28925 -1.92811 -1.17 -0.22 2.84
C 2.90160 -3.18032 -3.56151 -0.12 -0.57 0.90
C 4.22351 -1.12987 -2.81474 -0.74 -0.43 -0.57
H -0.78749 -2.34484 -1.48387 0.27 -0.18 0.17
H 0.28126 -3.02311 -2.67257 0.04 -0.07 -1.00
H 0.62846 -1.44230 -1.86328 0.08 0.20 -0.50
H -0.68131 -3.88123 0.46903 0.13 0.13 -0.22
H 0.02836 -2.36085 1.04043 0.31 -0.77 0.10
H 0.81115 -4.03902 1.36698 -0.53 0.95 -0.29
H 0.53752 -5.34260 -1.06066 -0.35 -0.37 0.33
H 2.26626 -5.24589 -0.82170 -0.03 0.19 0.12
H 1.49350 -4.79046 -2.37655 0.10 0.40 1.30
H 4.77858 -0.13974 0.06235 -0.06 -0.18 -0.20
H 5.55695 -1.66988 0.61414 0.06 0.16 -0.11
H 4.99852 -0.43139 1.77999 -0.46 -0.90 -1.14
H 2.54036 0.36183 1.13364 0.12 -0.29 -0.27
H 2.71701 -0.61400 2.54706 -0.10 0.03 0.41
H 1.37392 -0.90447 1.44965 -0.27 -0.13 0.00
H 4.43437 -3.54342 1.45749 0.42 0.07 -0.09
H 2.71285 -3.74475 1.60159 0.11 0.46 0.08
H 3.56732 -2.71285 2.78213 0.05 -0.33 -0.54
H 4.70837 -4.29109 -1.41364 -0.13 0.99 -0.74
H 5.39571 -2.65686 -1.18036 0.03 -0.50 -0.47
H 5.52819 -3.44672 -2.72698 0.88 -0.21 -1.44
H 3.04583 -4.26852 -3.52605 0.39 0.32 -0.04
H 3.39946 -2.78419 -4.42046 0.03 0.05 -0.85
H 1.81469 -3.09507 -3.64463 0.46 0.64 -0.13
H 4.81651 -0.69333 -2.06966 0.97 0.40 1.19
H 3.52494 -0.35715 -3.04240 -0.87 0.33 -0.41
H 4.86012 -1.23821 -3.69438 -0.05 -0.43 -0.04
```
Forces are in eV/Å.